# 1
14 unconnected molecules or ions with the total composition C14H56N28O14 in a non-equilibrium geometry, computed with the ωB97M-V functional and the def2-TZVPD basis.

Geometry as XYZ:
```
112
Properties=species:S:1:pos:R:3:forces:R:3:lowdin_charge:R:1
O -10.32681 -8.53765 -10.00806 4.4 0.4 1.3 0.047
O -10.02440 -12.15917 -6.44499 0.5 -1.0 1.3 0.044
O -11.56713 -6.35693 -7.54277 -3.5 -0.1 -0.7 0.010
O -5.82106 -10.77188 -10.04855 -0.4 1.7 0.4 -0.055
O -5.19778 -10.25199 -13.10333 0.2 0.9 1.4 -0.026
O -8.63470 -4.13705 -4.37497 0.4 0.6 -0.4 0.047
O -6.18485 -14.21073 -8.27837 3.1 -1.7 -0.5 0.024
O 0.10294 -8.33673 -7.41597 2.2 0.8 -1.0 0.041
O -9.92179 -10.93872 -12.74738 -0.5 0.2 0.1 -0.020
O -7.20264 -7.16982 -6.55834 -2.1 1.7 3.6 -0.008
O -3.57876 -8.22167 -9.63138 -0.4 -0.7 0.2 -0.023
O -8.92252 -5.51438 -2.05408 0.3 -1.1 2.2 0.003
O -6.06787 -5.36240 -11.45739 -0.9 -2.8 -2.5 0.071
O -4.22850 -5.38562 -5.99244 0.1 3.3 -3.4 0.028
N -9.90654 -6.86332 -6.17911 0.3 -0.8 1.2 0.190
N -7.78233 -11.38674 -13.14241 1.7 -1.2 -3.0 0.176
N -5.05457 -8.26908 -13.95105 1.3 4.0 -4.3 0.173
N -6.94141 -8.51708 -8.25713 -1.9 -4.7 -3.4 0.246
N -3.57459 -10.90146 -10.29569 3.1 3.9 0.5 0.204
N -7.89944 -13.89501 -6.96915 -3.6 -2.0 4.7 0.187
N -7.76782 -6.74338 -3.30920 3.8 -2.9 -7.8 0.162
N -7.76350 -7.35736 -1.27328 1.2 -2.7 3.0 0.176
N -2.08786 -8.25222 -7.20292 -0.9 0.0 1.4 0.185
N -4.73674 -12.61269 -10.56077 -2.4 -5.0 -0.8 0.217
N -2.65775 -5.95993 -4.44269 2.1 0.8 0.3 0.180
N -5.63709 -8.34202 -11.86681 -0.8 0.8 3.1 0.206
N -7.25742 -4.12371 -6.18725 1.5 -1.9 -1.9 0.164
N -10.25794 -11.71627 -8.65027 0.5 -2.2 -0.9 0.173
N -7.29064 -12.33150 -8.32764 -0.5 4.0 -1.4 0.193
N -12.45533 -8.50949 -9.54299 -3.7 1.8 5.1 0.189
N -2.77396 -6.15701 -9.62460 1.8 4.1 3.5 0.193
N -5.15596 -4.34336 -9.76647 3.1 -0.4 3.7 0.172
N -4.61643 -6.86604 -4.58315 -5.8 -6.3 4.0 0.207
N -10.22290 -10.10988 -7.28315 -0.3 5.4 3.1 0.203
N -0.76434 -8.86848 -5.45930 0.0 -0.3 2.1 0.153
N -3.09149 -7.04471 -11.50638 0.3 -1.2 -4.5 0.197
N -9.54159 -5.94272 -8.18983 2.7 1.5 -2.5 0.199
N -7.98135 -2.28498 -5.50007 -1.5 5.7 1.0 0.157
N -6.45375 -3.18860 -10.95704 -2.2 3.8 -1.3 0.167
N -8.33922 -10.77254 -11.13746 -0.7 0.5 2.5 0.200
N -11.86605 -9.38926 -11.34358 0.4 -2.3 -4.3 0.187
N -5.46058 -7.04803 -7.85100 4.4 1.7 -1.7 0.216
C -10.13723 -11.38741 -7.36795 -1.2 -0.6 -1.1 -0.781
C -10.38442 -6.39360 -7.32553 -0.7 -0.7 2.0 -0.796
C -3.85869 -6.01566 -5.05103 4.7 2.3 -0.4 -0.818
C -5.28535 -9.00596 -12.93036 -0.6 -5.0 -0.1 -0.737
C -8.75560 -11.03760 -12.34646 -1.5 0.5 -0.5 -0.737
C -7.04803 -13.50570 -7.82496 1.4 -0.6 -2.4 -0.821
C -6.56754 -7.57796 -7.49246 -0.4 0.8 1.0 -0.792
C -8.03333 -3.54613 -5.26507 0.0 -4.0 0.5 -0.728
C -4.76969 -11.37188 -10.27327 0.3 -0.2 -0.4 -0.754
C -8.19094 -6.52248 -2.16220 -5.1 6.4 2.7 -0.807
C -5.92240 -4.38493 -10.80378 -0.6 0.9 -0.3 -0.785
C -11.45122 -8.83897 -10.25250 -1.4 0.3 -1.7 -0.868
C -3.14360 -7.23099 -10.20801 -0.8 -1.4 -0.8 -0.726
C -0.86614 -8.46903 -6.71880 0.4 0.1 -2.1 -0.776
H -8.09405 -7.39939 -0.31983 0.2 0.0 -0.4 0.124
H -7.88851 -8.86046 -8.32917 0.1 0.1 0.4 0.116
H -5.02587 -7.50607 -8.63924 0.5 0.3 0.2 0.068
H -5.69965 -7.33406 -11.85307 -0.1 0.1 -0.1 0.068
H -2.38853 -6.48006 -11.96147 -0.1 0.2 0.5 0.130
H -3.57138 -9.89152 -10.30702 1.0 0.1 0.3 0.063
H -3.90229 -13.18171 -10.56185 -0.5 0.1 0.0 0.136
H -7.36706 -10.89198 -10.89102 -0.2 0.2 0.3 0.052
H -13.41292 -8.64935 -9.83206 0.4 0.2 0.1 0.125
H -8.90726 -6.96400 -6.07230 -0.2 -0.3 0.4 0.041
H -7.47100 -7.68579 -3.51865 0.1 0.3 -0.6 0.114
H -12.76123 -9.85075 -11.41962 0.4 0.2 -0.2 0.123
H -1.87330 -5.49177 -4.87347 -0.4 0.0 0.0 0.113
H -11.11037 -9.60095 -11.97938 -0.2 -1.0 -0.6 0.075
H -8.59548 -13.23299 -6.65711 -0.2 -0.1 0.4 0.053
H -7.11226 -2.86471 -11.65099 0.2 -0.8 -0.1 0.122
H -12.23652 -7.83618 -8.82267 -0.5 0.3 0.5 0.081
H -4.36315 -7.53916 -3.87402 -0.1 0.4 0.0 0.130
H -4.81717 -8.65035 -14.85569 -0.2 -0.1 0.4 0.131
H -8.54687 -6.03843 -8.04335 -0.3 0.3 -0.3 0.084
H -8.22191 -11.94064 -8.33496 0.5 0.0 0.0 0.061
H -2.72708 -8.58899 -6.49717 -1.3 0.4 -1.3 0.099
H -3.40141 -7.76363 -12.14450 0.0 -0.2 0.4 0.092
H -10.45843 -9.43466 -7.99639 0.2 -0.4 -0.5 0.073
H -4.81523 -5.23390 -9.43338 -0.1 0.5 0.3 0.072
H -2.20183 -8.12561 -8.19845 -0.6 -0.7 0.4 0.069
H -4.90663 -6.48085 -7.22526 -0.1 0.2 0.3 0.055
H -5.60027 -6.71603 -4.75539 -0.1 -0.5 -0.1 0.096
H -7.39597 -1.85608 -6.20255 -0.3 -0.1 0.6 0.112
H -7.09461 -5.11710 -6.26950 -0.3 0.0 0.1 0.055
H -2.45687 -5.37069 -10.17347 -0.2 -0.1 0.3 0.135
H -2.44709 -6.48435 -3.60561 -0.2 0.2 -0.3 0.103
H -1.52864 -9.33483 -4.99189 0.6 0.3 0.3 0.104
H -8.01816 -11.27878 -14.11854 0.2 -0.3 0.1 0.117
H -6.81012 -11.26550 -12.89706 0.1 0.2 -0.1 0.059
H -7.07653 -3.55114 -6.99937 0.2 -0.7 0.1 0.090
H -9.04350 -10.40520 -10.51364 0.5 0.1 0.1 0.068
H -10.69174 -11.03061 -9.25176 0.1 -1.0 -0.5 0.095
H -7.65370 -14.61078 -6.30028 -0.1 -0.1 -0.5 0.127
H -5.16861 -7.26844 -13.87479 0.0 -0.1 -0.3 0.117
H -10.42634 -9.75705 -6.35891 0.3 0.1 0.0 0.120
H -2.74446 -11.45155 -10.46414 -0.5 0.3 -0.1 0.133
H -5.65275 -13.01724 -10.42898 0.4 -1.2 0.0 0.116
H 0.14164 -8.64082 -5.07529 -0.3 -0.7 0.4 0.117
H -8.46561 -1.73008 -4.80893 0.1 0.4 -0.4 0.128
H -6.09147 -2.42521 -10.40379 -0.2 -0.2 -0.2 0.103
H -7.82217 -6.04883 -4.04046 -0.7 0.1 0.1 0.080
H -2.83516 -6.01986 -8.62583 0.3 -0.2 0.0 0.118
H -9.97588 -5.50460 -8.98954 0.6 -0.3 0.0 0.128
H -5.65585 -8.77627 -10.95512 -0.3 -0.5 -0.3 0.078
H -10.60755 -7.21993 -5.54545 0.5 0.2 0.1 0.121
H -10.14930 -12.71760 -8.72540 -0.6 0.1 -1.4 0.134
H -7.00974 -7.91363 -1.65079 -0.2 -0.3 1.2 0.102
H -5.20822 -3.52306 -9.17955 0.4 -0.8 0.4 0.113
H -6.60470 -11.88713 -8.92103 -0.4 -0.1 0.0 0.047
H -6.23472 -9.03658 -8.75795 -0.4 -0.2 -0.3 0.086
```
Forces are in eV/Å.

Summary:
* net charge: 0
* energy relative to the best compared isomer or geometry (same formula, charge and spin): 871.7 kJ/mol

=====

# 2
14 unconnected molecules or ions with the total composition C14H56N28O14 in a non-equilibrium geometry, computed with the ωB97M-V functional and the def2-TZVPD basis.

Geometry as XYZ:
```
112
Properties=species:S:1:pos:R:3:forces:R:3:lowdin_charge:R:1
O 6.01201 1.17638 0.61086 0.2 0.0 -2.7 0.075
O 1.59538 -6.65160 -0.17463 0.5 1.7 0.6 -0.005
O -1.73649 1.69791 -4.46648 1.5 1.2 -1.0 0.047
O 4.16221 3.48026 -0.95361 -0.1 0.6 -0.3 0.027
O -6.13091 -0.92456 1.42750 1.3 0.6 -0.9 0.007
O -1.56448 -0.00794 0.11018 -3.5 0.8 -1.2 0.023
O -3.54168 4.67757 0.02349 -1.1 -0.7 0.0 0.008
O 2.55955 -2.26930 -3.58608 -0.6 -0.4 0.7 -0.028
O -0.08384 2.74372 -1.06077 -0.6 -2.9 0.5 -0.012
O -2.25035 -3.79649 -1.85173 -0.4 0.1 -0.8 -0.015
O 3.71328 5.64246 2.02212 0.5 1.5 0.8 0.024
O -2.16126 -3.63976 1.34310 2.4 0.1 0.4 0.024
O 1.24545 1.71588 3.42336 3.5 1.4 -0.5 0.035
O 3.14370 -2.61646 1.19077 0.3 1.3 2.0 -0.014
N 5.55607 2.32972 -2.34724 2.9 1.1 -1.4 0.149
N -0.77591 0.91361 3.37645 -2.6 -1.8 -2.0 0.178
N -3.41289 2.55924 0.64306 2.8 -4.4 1.0 0.180
N -3.04806 0.50212 -3.25363 -2.7 -2.9 3.3 0.159
N -6.96734 -0.31034 -0.52214 -3.1 0.0 -1.3 0.155
N -0.00374 3.68721 -3.06115 0.1 -0.3 -5.4 0.218
N 3.55438 -1.74561 3.38658 -2.4 -0.5 -0.4 0.158
N 3.20430 -3.27781 -1.70835 4.1 -1.2 2.9 0.177
N -2.40991 -3.14290 -4.02390 -1.0 -0.6 -1.5 0.187
N -0.20294 -5.65631 -0.90273 -3.1 0.6 -2.0 0.164
N 2.81268 4.40552 3.68190 -0.6 -0.4 5.2 0.172
N 5.16758 -1.97235 2.03306 1.4 -0.9 -3.2 0.149
N -4.91676 0.11552 -0.25001 4.9 0.9 -0.4 0.159
N -1.59982 -1.78701 -2.48135 1.0 1.5 0.1 0.180
N 4.42834 1.25702 2.22399 -4.7 0.7 0.1 0.187
N 2.60162 3.84812 1.61874 -2.5 -3.6 -4.0 0.173
N -0.34029 2.17614 5.03268 1.4 2.3 1.3 0.165
N 1.08444 -3.10561 -2.09364 -3.2 0.2 0.1 0.196
N 3.61232 1.50085 -1.86364 -2.1 -1.4 -0.4 0.169
N 6.42562 0.88446 2.71040 5.5 -1.4 4.1 0.147
N 0.93076 -4.56227 0.65915 1.1 0.6 0.9 0.165
N -0.08970 -1.47490 0.80585 0.3 -3.1 1.4 0.187
N -4.10232 -4.11227 2.27706 -3.5 -2.2 5.9 0.190
N -4.08972 -3.41285 0.27432 -1.7 1.1 -2.1 0.177
N 0.57708 0.55035 0.33697 2.1 1.7 0.4 0.202
N -0.00971 4.86600 -1.16632 0.1 3.7 0.5 0.182
N -3.78924 1.20729 -5.26420 -0.3 -0.4 0.0 0.172
N -5.37382 3.29831 0.24594 -3.4 0.0 -0.4 0.149
C -4.07540 3.58334 0.27920 1.0 5.9 -1.1 -0.766
C 4.39914 2.55918 -1.71634 0.5 -0.5 1.8 -0.733
C 0.14216 1.70801 3.87457 -2.0 -2.2 1.0 -0.732
C -2.80628 1.15385 -4.33780 1.4 2.2 -1.9 -0.744
C -3.37087 -3.70436 1.34030 2.7 1.2 -3.7 -0.786
C -0.05413 3.71058 -1.80170 0.3 0.6 4.9 -0.756
C 0.85277 -5.65276 -0.14507 1.6 -2.9 0.9 -0.724
C 2.28834 -2.84530 -2.50594 0.7 2.0 -4.0 -0.758
C 3.04977 4.71262 2.45283 2.4 2.2 -2.2 -0.815
C -5.95366 -0.40848 0.30807 -2.4 -1.9 3.1 -0.763
C -2.10434 -2.94784 -2.75389 -0.3 -2.8 2.1 -0.733
C 5.63456 1.15175 1.74322 -0.8 0.1 -1.5 -0.829
C -0.43561 -0.26294 0.43170 0.9 -0.6 -0.7 -0.805
C 3.83711 -2.14114 2.12015 1.0 -0.4 0.5 -0.627
H 0.34504 2.71602 5.54156 -0.8 0.1 0.5 0.113
H -1.84798 -1.09553 -3.17444 0.8 0.7 0.9 0.085
H 3.67780 1.42868 1.57029 0.2 0.5 0.3 0.092
H 6.16375 0.83382 3.68455 0.2 0.0 -0.4 0.111
H 5.47918 -2.25390 1.11450 0.7 0.2 0.2 0.122
H 0.24590 -3.82044 0.63172 0.0 -0.6 0.1 0.050
H 3.07191 -3.20373 -0.70981 -0.1 -0.3 0.0 0.056
H 4.16391 -3.11875 -1.98028 -0.3 0.1 -0.2 0.117
H -3.11469 -3.85109 -4.17174 0.5 0.1 -0.7 0.123
H 1.35739 0.35783 0.94864 0.2 0.4 -0.5 0.101
H 4.33083 1.64186 3.15270 -0.4 0.0 -0.3 0.108
H -0.32454 2.84279 -3.51296 0.2 0.0 -0.3 0.086
H 1.79158 -4.36877 1.15074 -0.2 -0.1 -0.1 0.083
H -5.64533 2.54982 0.86735 -0.4 0.3 -0.1 0.100
H -2.49334 0.50415 -2.40961 0.2 0.4 -0.2 0.112
H -3.69605 -4.42867 3.14593 -0.2 0.2 -0.2 0.134
H 0.92121 -3.71342 -1.30368 -0.1 0.3 -0.5 0.057
H -0.76049 -2.21195 0.64184 -0.4 -0.1 0.7 0.059
H -1.23483 1.85880 5.37791 0.7 0.4 0.3 0.113
H 2.04961 3.03729 1.85940 0.0 0.3 0.2 0.068
H 2.32456 3.54426 3.88209 0.1 0.1 0.2 0.063
H -3.88959 -0.05611 -3.27105 0.2 -0.1 0.6 0.109
H 5.85473 -1.83359 2.76016 -0.5 0.0 -0.3 0.106
H -1.33628 -1.74036 -1.50746 0.1 1.3 -0.1 0.097
H 0.45820 1.40423 -0.18920 0.0 0.7 0.2 0.045
H 3.90508 0.79012 -2.51882 -0.6 -0.2 0.5 0.104
H -5.08286 -3.87440 2.23164 0.2 -0.3 0.6 0.120
H 3.21444 4.95678 4.42675 -0.2 -0.2 -0.3 0.117
H -3.94538 1.74780 0.36359 1.0 -0.5 0.6 0.048
H 5.79871 1.46754 -2.81400 -0.5 0.1 0.4 0.101
H -0.27851 -6.30338 -1.67455 0.1 0.1 0.5 0.130
H -4.66625 0.77763 -5.00662 0.0 0.5 -0.8 0.100
H -1.94676 -2.56893 -4.71393 -0.5 -0.5 -0.3 0.122
H -5.08895 -3.47548 0.40745 0.2 0.3 -0.8 0.104
H -3.65758 -3.04346 -0.56049 -0.1 -0.4 0.2 0.079
H -3.59438 1.77893 -6.07374 -0.5 -0.3 0.1 0.121
H 2.74275 4.01043 0.63190 0.3 0.0 0.0 0.087
H 0.86121 -1.72461 1.03717 0.0 0.0 -0.4 0.084
H 0.23039 4.49979 -3.61342 -0.3 -0.3 0.2 0.132
H -4.99997 0.60652 -1.12870 0.4 -0.2 0.3 0.104
H -0.14772 5.74478 -1.64464 0.0 -0.2 0.0 0.109
H 2.85856 1.36080 -1.20612 0.0 0.0 -0.6 0.091
H 6.37452 2.85428 -2.07322 -0.4 0.2 0.0 0.111
H -1.72982 1.07378 3.66711 0.1 -0.6 -0.5 0.114
H -0.53928 0.17024 2.73495 -0.3 0.4 0.0 0.089
H 0.35816 -2.68552 -2.65590 0.0 -0.4 0.4 0.083
H -7.83315 -0.27816 -0.00306 -0.4 0.1 -0.8 0.123
H -6.06252 4.01527 0.06774 0.4 0.0 0.2 0.113
H -2.41795 2.56176 0.46930 0.1 -0.2 0.0 0.108
H -0.90328 -4.93554 -0.80225 -0.2 -0.1 -0.4 0.061
H 2.63336 -1.98819 3.72270 0.4 0.3 0.7 0.115
H 4.38853 -1.54580 3.91984 -1.1 0.0 0.6 0.100
H 7.35191 0.61197 2.41403 0.0 0.3 0.5 0.124
H -6.78503 0.20790 -1.36967 -1.1 0.0 0.2 0.102
H -4.01152 -0.14691 0.11299 0.4 0.1 -0.2 0.101
H -0.10878 4.92455 -0.16290 0.1 -0.5 -0.3 0.117
```
Forces are in eV/Å.

Summary:
* net charge: 0
* energy relative to the best compared isomer or geometry (same formula, charge and spin): 835.4 kJ/mol